Record 1
Molecular formula: C54H46N6O6Ta
Method: DFT, ωB97M-V/def2-TZVPD

Geometry as XYZ:
```
113
Properties=species:S:1:pos:R:3:forces:R:3
Ta -15.8565 -14.1254 7.9070 1.38 3.20 -0.03
O -12.6022 -14.9422 5.5090 -2.45 0.54 -0.16
C -13.7815 -14.7929 5.8366 2.43 1.06 1.91
N -14.2890 -13.6984 6.6041 -0.70 -0.91 0.03
C -14.2725 -12.3646 6.0931 -0.62 1.00 -0.27
C -13.1304 -11.6733 5.6589 0.71 -1.71 -0.88
C -13.2899 -10.6225 4.7869 -1.11 1.25 -0.57
C -14.5896 -10.2212 4.4189 1.34 0.35 0.58
C -15.7173 -10.7470 4.9938 -0.05 -1.12 0.91
C -15.5893 -11.7907 5.9420 1.98 0.67 -1.07
N -16.5825 -12.3886 6.6857 -0.95 -1.20 -0.10
C -17.8846 -11.9430 6.7485 1.50 -0.22 0.70
O -18.4265 -10.9554 6.2933 0.22 -0.47 -0.01
C -18.6463 -12.8979 7.6348 -0.23 -1.48 0.34
C -19.9206 -12.6255 8.0849 -0.46 -1.06 0.53
C -20.6337 -13.6732 8.7142 0.85 -0.35 0.20
C -20.1027 -14.9795 8.8030 -0.65 1.86 -0.37
C -18.7985 -15.1310 8.4055 0.09 -0.75 0.39
N -18.0615 -14.1424 7.9112 -0.52 1.55 -0.65
C -14.7714 -15.8890 5.6979 -0.49 -0.71 0.41
C -14.4098 -17.0359 5.0260 -0.55 -0.09 -0.06
C -15.4026 -17.9313 4.6651 -0.87 1.03 -0.29
C -16.7325 -17.6243 4.9912 -0.34 -1.68 -0.67
C -16.9895 -16.5467 5.8112 -0.12 0.37 0.82
N -16.0161 -15.7157 6.2346 0.62 0.00 -1.03
H -12.1032 -12.1012 5.6822 -0.94 0.14 0.64
H -12.4563 -10.0785 4.3296 -0.14 -0.47 0.39
H -14.6848 -9.3685 3.7809 -0.13 0.19 -0.57
H -16.6821 -10.4348 4.6613 -0.48 0.34 0.20
H -20.3719 -11.6447 7.9618 0.26 -0.16 -0.15
H -21.5689 -13.4917 9.2196 -0.32 0.18 -0.34
H -20.7162 -15.7823 9.1688 0.15 -0.23 0.19
H -18.3170 -16.0999 8.5172 0.13 0.10 0.07
H -13.3943 -17.1980 4.7372 0.46 0.20 -0.17
H -15.1722 -18.7006 3.9530 0.01 -0.60 0.19
H -17.5456 -18.3209 4.6185 0.95 1.24 0.61
H -17.9910 -16.2929 6.1680 0.30 -0.29 -0.20
C -12.7488 -13.8018 14.0890 -1.39 0.05 0.87
C -12.4881 -13.3564 12.6952 0.07 -0.56 -1.56
C -11.1151 -12.8459 12.4607 2.09 1.35 0.10
O -13.4456 -12.4481 12.2018 -1.50 -1.04 0.13
C -13.7624 -12.8111 10.8414 1.97 2.07 -0.81
C -13.2085 -14.2475 10.6301 0.92 -0.27 -0.38
O -12.5921 -14.5614 11.8648 -0.76 0.31 0.32
C -13.9281 -15.5541 10.1258 -0.67 0.07 0.13
O -14.7850 -15.2129 8.9761 -0.02 -0.30 0.09
C -14.8618 -16.3701 11.0432 -0.05 0.75 0.57
C -15.2246 -16.0596 12.3769 -0.01 -1.62 -0.55
C -16.0268 -16.9969 13.0561 -0.70 -0.66 -0.80
C -16.5925 -18.1025 12.3357 0.89 0.97 1.13
C -16.2343 -18.3762 11.0322 -0.47 0.43 -0.37
C -15.3583 -17.4973 10.3993 -0.09 0.23 -0.08
C -12.7604 -16.4197 9.6602 -0.19 -0.46 0.12
C -12.0298 -16.0348 8.5471 0.35 0.41 -0.49
C -10.7816 -16.5739 8.2410 -0.60 -0.25 0.17
C -10.2965 -17.5776 9.0634 1.16 -0.25 0.42
C -11.0874 -18.0696 10.1088 0.28 0.16 -0.47
C -12.3138 -17.5116 10.4155 0.73 0.62 -1.35
C -15.1088 -12.1521 10.3779 -0.41 0.86 0.34
O -15.7053 -12.7496 9.2338 0.39 -1.52 -0.98
C -16.0928 -12.2334 11.5338 -0.22 -0.98 -0.16
C -16.9143 -13.3510 11.5924 -0.58 -0.43 -0.86
C -17.6952 -13.5669 12.7172 -0.26 -0.04 0.88
C -17.6935 -12.6963 13.8102 -0.05 1.02 -0.64
C -16.9860 -11.4782 13.6625 0.19 -1.23 1.27
C -16.1125 -11.3513 12.6044 0.59 1.12 -0.46
C -14.8288 -10.6970 9.9203 0.35 0.38 -0.71
C -13.7290 -10.3954 9.0747 -0.53 0.41 1.05
C -13.3663 -9.0799 8.8404 -0.69 0.49 -1.21
C -14.1920 -8.0040 9.2297 0.41 -1.57 0.69
C -15.3460 -8.3183 9.9329 0.22 0.64 0.24
C -15.6761 -9.6236 10.2135 -0.45 -1.32 0.36
H -12.7646 -12.9949 14.8249 -0.34 0.30 -0.37
H -11.9352 -14.3995 14.4430 0.36 -0.83 -0.08
H -13.7204 -14.3667 14.1159 1.10 0.62 0.26
H -10.8656 -11.8774 12.9598 -0.66 -0.59 -0.26
H -10.8086 -12.7170 11.3966 -0.60 -0.23 0.58
H -10.4266 -13.5535 12.9100 0.24 -0.24 -0.13
H -13.0035 -12.1562 10.3317 -0.68 -1.03 -0.23
H -12.3679 -14.1476 9.8748 -1.12 0.22 0.57
H -14.8250 -15.1966 12.8735 -0.02 0.12 0.00
H -16.2777 -16.9240 14.1290 0.19 0.31 -0.75
H -17.2795 -18.7796 12.8219 0.01 0.05 0.26
H -16.7504 -19.2048 10.5368 0.57 0.24 -0.05
H -15.0115 -17.5597 9.3699 -0.35 -0.73 0.09
H -12.3676 -15.2455 7.8810 -0.15 0.05 0.36
H -10.2631 -16.1967 7.3622 0.11 -0.15 0.28
H -9.2414 -17.9266 8.9746 -1.08 0.06 -0.18
H -10.7527 -18.9025 10.7008 0.25 -0.14 0.12
H -12.8747 -17.9692 11.1764 -0.72 -0.10 1.01
H -16.9991 -14.0625 10.7177 0.22 0.80 1.26
H -18.3303 -14.4316 12.7936 -0.02 -0.39 -0.16
H -18.2796 -12.9108 14.7174 0.26 0.16 -0.63
H -16.9664 -10.7402 14.4780 -0.08 -0.37 -0.49
H -15.4180 -10.5047 12.5654 -0.40 -0.30 0.16
H -13.1291 -11.1263 8.5661 0.18 -0.57 0.23
H -12.5185 -8.9386 8.1634 -0.19 0.25 0.39
H -13.8968 -6.9991 9.0617 0.17 0.72 -0.19
H -15.9673 -7.5848 10.4432 0.03 0.28 -0.71
H -16.6544 -9.7983 10.6761 0.60 -0.03 0.12
N -6.9698 -10.9825 9.8806 -0.24 -0.85 -0.25
C -7.7453 -11.0310 8.7158 0.65 -0.29 0.73
C -8.0725 -12.2443 8.1304 0.23 -0.07 0.12
C -8.6934 -12.1895 6.9046 -0.46 0.33 -0.88
N -9.0483 -11.0558 6.2950 0.26 0.72 -0.17
C -8.7503 -9.8620 6.8814 -0.91 -1.29 -0.43
C -8.1287 -9.8247 8.1046 0.06 0.09 0.58
H -6.7621 -11.8436 10.4174 -0.54 0.97 -0.77
H -7.2171 -10.1920 10.4276 0.23 0.46 0.77
H -7.8342 -13.1887 8.6216 0.02 0.24 -0.22
H -8.9175 -13.0923 6.3257 -0.02 0.16 0.39
H -9.1138 -8.9723 6.3317 0.43 -0.53 0.53
H -7.9693 -8.9093 8.6709 0.16 0.04 -0.40
```
Forces are in eV/Å.

Values from the calculation:
HOMO level, eV: -9.94
Electronic energy, eV: -79517.914
Net charge: +1
Orbital gap, eV: 5.8248
Energy above the lowest of the compared OMol25 structures with the same formula, charge and spin, eV: 0.576

Atomic partial charges in e from the Löwdin method, atoms 1 to 99:
1 Ta 1.946
2 O 0.105
3 C -0.391
4 N -0.066
5 C -0.220
6 C -0.039
7 C -0.079
8 C -0.079
9 C -0.004
10 C -0.205
11 N -0.030
12 C -0.440
13 O 0.106
14 C -0.125
15 C 0.047
16 C 0.018
17 C -0.015
18 C -0.151
19 N -0.052
20 C -0.176
21 C 0.038
22 C 0.001
23 C -0.022
24 C -0.098
25 N -0.005
26 H 0.121
27 H 0.113
28 H 0.100
29 H 0.101
30 H 0.137
31 H 0.119
32 H 0.117
33 H 0.121
34 H 0.131
35 H 0.121
36 H 0.144
37 H 0.107
38 C 0.030
39 C -0.575
40 C 0.009
41 O 0.005
42 C -0.103
43 C -0.133
44 O -0.018
45 C -0.268
46 O -0.292
47 C -0.153
48 C -0.001
49 C -0.038
50 C -0.081
51 C -0.076
52 C -0.061
53 C -0.163
54 C -0.042
55 C -0.057
56 C -0.073
57 C -0.060
58 C -0.006
59 C -0.310
60 O -0.259
61 C -0.156
62 C -0.040
63 C -0.092
64 C -0.061
65 C -0.052
66 C -0.051
67 C -0.108
68 C -0.036
69 C -0.059
70 C -0.054
71 C -0.077
72 C -0.049
73 H 0.105
74 H 0.088
75 H 0.096
76 H 0.113
77 H 0.106
78 H 0.090
79 H 0.138
80 H 0.160
81 H 0.080
82 H 0.113
83 H 0.099
84 H 0.110
85 H 0.119
86 H 0.092
87 H 0.111
88 H 0.119
89 H 0.105
90 H 0.107
91 H 0.109
92 H 0.097
93 H 0.111
94 H 0.115
95 H 0.129
96 H 0.102
97 H 0.108
98 H 0.094
99 H 0.112

=====

Record 2
Molecular formula: C2H5NO4S
Method: DFT, ωB97M-V/def2-TZVPD

Geometry as XYZ:
```
13
Properties=species:S:1:pos:R:3:forces:R:3
C 1.7507 0.5529 0.1760 3.12 -2.22 3.43
C 0.7383 -0.5541 -0.0936 0.67 0.74 0.48
S -0.7790 0.4182 -0.0386 -2.35 3.50 -6.22
O -1.0483 1.1501 1.1821 1.14 -1.24 -1.26
O -0.8971 1.1246 -1.4577 0.68 -2.70 5.85
N -2.3185 -0.7241 -0.1484 -1.44 -1.52 0.52
O -2.2166 -1.7900 -0.7545 0.26 1.86 0.80
O -3.3127 -0.2933 0.4210 1.94 -0.48 -1.10
H 1.6018 1.4370 -0.2883 -0.63 2.62 -2.01
H 1.9096 0.8429 1.2718 -0.80 -0.66 -1.26
H 2.7770 0.1738 -0.0781 -0.97 0.31 -0.16
H 0.6721 -1.1829 0.7520 -0.04 -0.88 1.00
H 1.1226 -1.1551 -0.9439 -1.59 0.65 -0.07
```
Forces are in eV/Å.

Values from the calculation:
HOMO level, eV: -10.96
SMILES: CCS(=O)(=O)[N+](=O)[O-]
Electronic energy, eV: -22664.989
Net charge: 0
Orbital gap, eV: 10.4382
Energy above the lowest of the compared OMol25 structures with the same formula, charge and spin, eV: 4.746

Listed below, in e, are the natural (NBO) charges computed for each atom:
1 C -0.633
2 C -0.622
3 S 2.007
4 O -0.829
5 O -0.865
6 N 0.356
7 O -0.348
8 O -0.307
9 H 0.234
10 H 0.234
11 H 0.236
12 H 0.244
13 H 0.291

=====

Record 3
Molecular formula: C22H21ClFN9O3
Method: DFT, ωB97M-V/def2-TZVPD

Geometry as XYZ:
```
57
Properties=species:S:1:pos:R:3:forces:R:3
C -4.7372 -2.0652 0.7042 -0.13 -0.01 -0.09
N -3.8209 -2.8856 -0.0507 -0.06 -0.06 -0.09
C -3.2642 -3.9549 0.7498 -0.03 -0.12 -0.10
C -2.8483 -2.1536 -0.8442 -0.28 -0.18 -0.28
C -1.8078 -1.4698 -0.0241 0.62 -0.20 0.31
C -0.5522 -1.8928 0.4052 -1.06 0.42 -0.33
C 0.1859 -3.0899 -0.0238 0.04 -0.02 -0.04
O -0.3570 -4.1123 -0.4009 -0.01 0.05 -0.04
N 1.5459 -3.0239 0.0143 0.55 -1.27 -0.15
N 2.2775 -1.9181 0.1872 0.31 0.86 0.03
C 3.5430 -2.0218 0.1520 -0.33 -0.78 -0.09
C 4.4473 -0.8924 0.2725 0.13 0.59 -0.05
C 5.7166 -1.1120 0.8122 -0.18 0.05 -0.04
C 6.6297 -0.0855 0.9426 0.12 0.00 0.03
C 6.3008 1.1879 0.5070 -0.04 -0.05 0.03
C 5.0601 1.4208 -0.0574 -0.14 0.01 -0.05
C 4.1296 0.3970 -0.1831 0.10 -0.04 0.05
O 2.9487 0.6587 -0.8340 0.40 -0.02 -0.12
C 1.9080 1.0994 0.0229 -0.13 0.01 0.54
C 0.6768 1.3789 -0.7899 0.23 -0.12 -0.13
C 0.2480 0.4986 -1.7823 -0.25 0.23 0.02
F 0.9320 -0.6325 -2.0118 -0.03 0.02 -0.02
C -0.8864 0.7218 -2.5432 0.14 -0.07 0.01
C -1.6313 1.8669 -2.3285 0.16 0.02 0.06
C -1.2479 2.7635 -1.3474 0.02 0.11 -0.02
C -0.1138 2.5095 -0.5911 -0.12 -0.24 -0.33
Cl 0.2969 3.6453 0.6452 0.12 0.30 0.17
N -0.0735 -0.9810 1.2830 0.22 -0.20 0.32
N -0.9111 -0.0395 1.4192 -0.07 0.75 0.47
N -1.9800 -0.2870 0.6298 0.54 -1.45 -0.42
C -2.9366 0.6887 0.4826 -1.17 1.67 -0.04
N -3.8727 0.7216 -0.4231 0.79 -0.66 0.20
O -4.5210 1.8788 -0.2624 -0.21 -0.10 -0.30
N -3.9983 2.6127 0.7498 0.64 0.33 0.87
C -3.0077 1.9166 1.2523 -0.76 -0.67 -0.98
N -2.2537 2.2399 2.3120 0.20 0.25 0.60
H -4.2721 -1.5611 1.5681 0.00 0.01 0.03
H -5.5336 -2.7051 1.0836 -0.04 0.03 0.07
H -5.1731 -1.3118 0.0507 -0.06 -0.01 0.09
H -4.0746 -4.6222 1.0424 -0.01 -0.03 0.09
H -2.7668 -3.5965 1.6640 0.05 0.01 0.03
H -2.5399 -4.5104 0.1604 -0.01 -0.04 0.08
H -3.3874 -1.4176 -1.4455 0.12 -0.13 -0.04
H -2.3458 -2.8747 -1.4936 0.00 0.18 0.00
H 2.0175 -3.8971 -0.2470 -0.26 0.28 0.08
H 4.0260 -3.0021 0.0309 -0.11 0.02 0.02
H 5.9752 -2.1066 1.1465 0.02 -0.11 0.01
H 7.6000 -0.2782 1.3748 0.07 -0.02 0.03
H 7.0120 1.9950 0.5976 0.05 0.07 0.00
H 4.7988 2.4018 -0.4261 -0.06 0.07 -0.06
H 2.2212 2.0088 0.5537 -0.05 -0.19 -0.14
H 1.6823 0.3146 0.7609 0.13 0.27 -0.16
H -1.1679 -0.0024 -3.2906 0.00 -0.11 -0.09
H -2.5167 2.0559 -2.9140 -0.10 0.01 -0.05
H -1.8249 3.6560 -1.1616 -0.04 0.06 0.05
H -2.2849 3.1930 2.6297 0.05 -0.01 0.00
H -1.4005 1.7093 2.4259 -0.08 0.20 -0.02
```
Forces are in eV/Å.

Values from the calculation:
HOMO level, eV: -8.64
SMILES: CN(C)Cc1c(C(=O)N/N=C/c2ccccc2OCc2c(F)cccc2Cl)nnn1-c1nonc1N
Electronic energy, eV: -57944.219
Net charge: 0
Orbital gap, eV: 8.7110

Listed below, in e, are the natural (NBO) charges computed for each atom:
1 C -0.418
2 N -0.413
3 C -0.428
4 C -0.280
5 C 0.214
6 C -0.065
7 C 0.662
8 O -0.601
9 N -0.422
10 N -0.198
11 C 0.066
12 C -0.171
13 C -0.166
14 C -0.226
15 C -0.189
16 C -0.271
17 C 0.398
18 O -0.533
19 C -0.108
20 C -0.164
21 C 0.485
22 F -0.322
23 C -0.313
24 C -0.171
25 C -0.266
26 C -0.006
27 Cl 0.008
28 N -0.175
29 N -0.083
30 N -0.208
31 C 0.236
32 N -0.098
33 O -0.128
34 N -0.168
35 C 0.303
36 N -0.804
37 H 0.154
38 H 0.205
39 H 0.214
40 H 0.199
41 H 0.160
42 H 0.235
43 H 0.237
44 H 0.241
45 H 0.376
46 H 0.152
47 H 0.211
48 H 0.217
49 H 0.217
50 H 0.225
51 H 0.193
52 H 0.239
53 H 0.235
54 H 0.229
55 H 0.239
56 H 0.406
57 H 0.434

=====

Record 4
Molecular formula: C2H5NO
Method: DFT, ωB97M-V/def2-TZVPD

Geometry as XYZ:
```
9
Properties=species:S:1:pos:R:3:forces:R:3
C -1.1823 -0.0597 0.0880 0.09 -0.57 0.96
C 0.1714 0.1284 -0.1506 -0.37 -0.43 0.33
N 1.2485 -0.4796 0.3714 -0.08 -0.08 -0.17
O 0.3546 1.0540 -1.0968 -0.68 0.06 0.06
H -1.5730 -0.9999 0.4297 0.10 -0.19 0.56
H -1.6689 0.8384 0.4700 -0.22 -0.09 -0.63
H 2.1747 -0.3536 -0.0051 -0.21 -0.05 -0.12
H 1.1288 -1.0587 1.1854 0.04 0.16 -0.14
H -0.6538 0.9307 -1.2921 1.33 1.19 -0.85
```
Forces are in eV/Å.

Values from the calculation:
HOMO level, eV: -7.81
SMILES: C=C(N)O
Electronic energy, eV: -5690.914
Net charge: 0
Orbital gap, eV: 8.6757
Energy above the lowest of the compared OMol25 structures with the same formula, charge and spin, eV: 2.316

Listed below, in e, are the natural (NBO) charges computed for each atom:
1 C -0.866
2 C 0.572
3 N -0.788
4 O -0.684
5 H 0.209
6 H 0.230
7 H 0.405
8 H 0.408
9 H 0.514